Molecular formula: C47H116BrN7O4
Method: DFT, wB97M-V/def2-TZVPD

Geometry as XYZ:
```
175
Properties=species:S:1:pos:R:3
C -1.846 -3.190 5.045
C -2.331 -1.741 5.529
C -2.956 -0.804 4.416
C -3.412 0.426 5.230
N -3.658 1.748 4.456
C -4.203 2.830 5.488
C -5.705 2.822 5.365
C -6.133 1.819 4.340
C -4.838 1.627 3.535
C -2.386 2.268 3.706
H -1.667 -3.791 5.937
H -0.899 -3.061 4.522
H -2.621 -3.750 4.522
H -1.565 -1.181 6.066
H -3.063 -1.786 6.335
H -3.866 -1.291 4.066
H -2.410 -0.615 3.492
H -2.714 0.790 5.984
H -4.305 0.242 5.827
H -3.808 3.830 5.306
H -4.045 2.560 6.532
H -6.162 3.802 5.225
H -6.141 2.600 6.339
H -7.064 2.122 3.862
H -6.428 0.908 4.860
H -4.666 2.412 2.799
H -4.788 0.703 2.960
H -2.760 3.235 3.369
H -2.074 1.624 2.884
H -1.535 2.415 4.371
C 4.775 0.981 0.549
C 3.880 -0.230 0.310
C 2.540 -0.032 1.142
C 1.542 -1.183 0.964
N 0.039 -0.754 1.183
C -0.106 -0.341 2.687
C -0.245 -1.625 3.530
C -1.195 -2.426 2.644
C -0.848 -2.022 1.154
C -0.430 0.475 0.323
H 4.993 1.032 1.616
H 4.387 1.976 0.333
H 5.612 0.841 -0.134
H 4.360 -1.114 0.730
H 3.725 -0.353 -0.762
H 2.087 0.885 0.767
H 2.855 0.187 2.162
H 1.768 -2.111 1.488
H 1.314 -1.387 -0.082
H -1.089 0.121 2.778
H 0.683 0.334 3.019
H -0.736 -1.434 4.485
H 0.724 -2.122 3.519
H -2.256 -2.340 2.878
H -0.967 -3.487 2.751
H -1.778 -1.790 0.634
H -0.318 -2.828 0.647
H 0.019 1.377 0.737
H -1.500 0.658 0.416
H -0.080 0.351 -0.702
C 0.032 -7.499 -5.029
C 1.478 -7.377 -4.575
C 1.870 -6.006 -4.025
C 1.147 -5.533 -2.721
N 1.457 -4.116 -2.295
C 2.968 -4.069 -1.978
C 3.178 -2.883 -1.027
C 1.767 -2.563 -0.448
C 0.832 -3.675 -0.849
C 1.157 -3.159 -3.428
H -0.714 -7.027 -4.389
H -0.290 -8.524 -5.213
H -0.082 -6.975 -5.978
H 2.110 -7.616 -5.430
H 1.834 -8.096 -3.837
H 1.890 -5.299 -4.855
H 2.953 -6.048 -3.915
H 1.251 -6.143 -1.823
H 0.092 -5.441 -2.978
H 3.547 -3.982 -2.897
H 3.176 -5.033 -1.514
H 3.672 -2.066 -1.553
H 3.868 -3.260 -0.272
H 1.357 -1.586 -0.705
H 1.794 -2.460 0.637
H -0.221 -3.395 -0.835
H 0.906 -4.480 -0.118
H 1.450 -2.182 -3.044
H 0.114 -3.116 -3.743
H 1.908 -3.423 -4.173
C -3.323 -1.869 -1.013
N -2.867 -0.893 -2.089
C -3.975 -0.731 -3.038
C -2.503 0.484 -1.511
C -1.635 -1.510 -2.806
C -0.494 -2.143 -1.979
O 0.040 -1.165 -1.167
H -2.599 -1.800 -0.201
H -3.427 -2.847 -1.483
H -4.173 -1.385 -0.533
H -4.174 -1.686 -3.525
H -3.629 -0.024 -3.792
H -4.868 -0.395 -2.511
H -2.152 1.231 -2.222
H -1.827 0.414 -0.659
H -3.433 0.832 -1.062
H -1.229 -0.691 -3.400
H -1.991 -2.321 -3.442
H 0.241 -2.583 -2.654
H -0.811 -2.979 -1.355
H 0.853 -0.806 -1.529
C -4.450 2.376 0.114
N -3.250 3.171 0.554
C -2.477 2.421 1.676
C -2.195 3.426 -0.561
C -3.699 4.558 1.196
C -4.723 5.353 0.268
O -4.035 5.938 -0.770
H -4.998 2.867 -0.690
H -5.029 2.325 1.036
H -3.968 1.438 -0.162
H -1.988 3.119 2.355
H -1.824 1.624 1.318
H -3.292 2.001 2.265
H -1.383 3.960 -0.069
H -2.724 3.812 -1.432
H -1.760 2.470 -0.851
H -2.942 5.172 1.684
H -4.349 4.183 1.986
H -5.265 6.042 0.916
H -5.541 4.762 -0.144
H -3.257 6.414 -0.468
C 4.623 1.464 -2.017
N 5.188 0.458 -3.030
C 5.266 -0.973 -2.407
C 4.234 0.424 -4.220
C 6.524 0.942 -3.597
C 7.588 1.514 -2.625
O 7.645 0.602 -1.532
H 3.598 1.125 -1.865
H 4.657 2.426 -2.528
H 5.207 1.320 -1.108
H 5.877 -0.907 -1.507
H 5.677 -1.586 -3.210
H 4.300 -1.407 -2.148
H 3.290 -0.074 -4.002
H 4.751 -0.144 -4.993
H 3.976 1.414 -4.597
H 6.272 1.715 -4.324
H 6.841 0.029 -4.100
H 7.311 2.541 -2.386
H 8.581 1.387 -3.057
H 7.997 -0.214 -1.896
C -0.202 3.734 -0.217
N 1.213 4.238 -0.278
C 1.104 5.755 -0.156
C 2.071 3.850 1.013
C 1.986 3.871 -1.636
C 2.526 2.369 -1.606
O 1.689 1.425 -0.916
H -0.238 2.664 -0.016
H -0.743 4.016 -1.120
H -0.779 4.181 0.593
H 0.664 6.001 0.810
H 0.466 6.078 -0.978
H 2.129 6.105 -0.281
H 3.137 4.019 0.862
H 1.746 2.821 1.169
H 1.674 4.399 1.867
H 2.785 4.583 -1.431
H 1.391 4.194 -2.490
H 3.447 2.478 -1.033
H 2.866 2.142 -2.616
H 1.622 0.697 -1.538
Br 0.964 -4.413 1.780
```

The HOMO energy is -19.78 eV. The calculation puts the energy above the lowest of the compared OMol25 structures with the same formula, charge and spin at 56.009 eV. Its LUMO energy is -14.249 eV. As for the total charge: +6. For the HOMO-LUMO gap, the calculation gives 5.526 eV.

Here are the Löwdin charges for atoms 1 to 5, given in e: -0.051, -0.179, -0.168, -0.076, -0.162



Molecular formula: C3H17N2O3
Method: DFT, wB97M-V/def2-TZVPD

Geometry as XYZ:
```
25
Properties=species:S:1:pos:R:3
C 0.534 -1.150 -1.088
C -0.380 -0.458 -2.101
C -1.848 -0.830 -1.862
N -2.380 -0.197 -0.665
N 0.553 -0.448 0.245
H 1.551 -1.339 -1.384
H 0.079 -2.119 -0.898
H -0.294 0.628 -2.024
H -0.020 -0.731 -3.094
H -2.448 -0.518 -2.714
H -1.920 -1.911 -1.801
H -3.037 0.544 -0.825
H 1.396 -0.739 0.760
H -2.690 -0.827 0.061
H -0.321 -0.696 0.687
H 0.592 0.578 0.184
H -1.643 1.119 3.228
H -0.202 0.868 3.515
O -1.039 0.389 3.417
H 3.490 -0.455 1.595
H 3.681 0.276 0.243
O 3.342 -0.533 0.644
H -0.135 2.825 0.012
H 1.360 3.099 0.311
O 0.673 2.424 0.362
```

The HOMO energy is -12.95 eV. The calculation puts the energy above the lowest of the compared OMol25 structures with the same formula, charge and spin at 0.966 eV. Its LUMO energy is -3.014 eV. As for the total charge: +1. For the HOMO-LUMO gap, the calculation gives 9.931 eV.

Here are the Löwdin charges for atoms 1 to 5, given in e: -0.138, -0.172, -0.266, 0.007, 0.174



Molecular formula: C9H14O
Method: DFT, wB97M-V/def2-TZVPD

Geometry as XYZ:
```
24
Properties=species:S:1:pos:R:3
C -2.804 -1.067 -1.277
C -1.849 -1.054 -0.134
C -2.227 -1.233 1.175
C -1.323 -1.459 2.207
C 0.033 -1.374 1.940
C 0.464 -1.154 0.629
C -0.446 -0.946 -0.372
H -3.350 -0.141 -1.449
H -3.661 -1.721 -1.085
H -2.346 -1.486 -2.178
H -3.278 -1.225 1.458
H -1.714 -1.560 3.208
H 0.843 -1.504 2.658
H 1.542 -1.125 0.495
H -0.146 -1.060 -1.421
C 2.702 1.248 -0.526
C 1.793 2.333 -1.154
O 1.430 3.350 -0.226
H 3.459 0.607 -0.981
H 2.055 0.632 0.064
H 3.343 1.867 0.142
H 2.432 2.843 -1.885
H 0.967 1.968 -1.760
H 2.079 3.262 0.474
```

As for the SMILES: Cc1ccccc1.CCO. The HOMO energy is -9.03 eV. The calculation puts the energy above the lowest of the compared OMol25 structures with the same formula, charge and spin at 1.305 eV. Its LUMO energy is 0.959 eV. As for the total charge: 0. For the HOMO-LUMO gap, the calculation gives 9.990 eV.

Here are the Löwdin charges for atoms 1 to 5, given in e: -0.061, -0.274, -0.069, -0.084, -0.089



Molecular formula: C24H44AlBrClF8N2O5P
Method: DFT, wB97M-V/def2-TZVPD

Geometry as XYZ:
```
87
Properties=species:S:1:pos:R:3
C -2.369 5.302 2.837
C -2.165 3.680 2.730
C -2.338 3.154 1.155
C -2.614 1.503 1.118
C -1.840 0.770 -0.107
N -0.736 -0.167 -0.001
P -0.827 -0.794 -1.721
O -1.095 0.369 -2.808
O -2.274 -1.789 -2.015
O 0.628 -1.548 -2.282
C -0.697 -1.555 0.697
C -1.985 -2.177 1.489
F -1.699 -2.746 2.855
F -3.162 -1.348 1.735
C -2.690 -3.488 0.710
F -3.982 -3.059 0.066
F -3.118 -4.503 1.748
C 0.861 -2.005 1.199
Br 1.420 -2.325 3.036
C 1.259 -3.477 0.508
C 0.588 -4.787 1.179
C 0.310 -5.877 -0.060
O 1.603 -5.500 2.028
C 1.833 -0.735 0.719
C 3.052 -0.951 -0.325
C 4.455 -0.217 0.226
C 5.237 -1.121 1.369
Cl 5.868 -2.754 0.768
C 0.638 0.406 0.453
C 1.331 1.626 -0.441
O 1.466 1.501 -1.852
C 0.983 2.805 -2.418
C 1.129 2.915 -4.043
C -0.335 3.049 -4.804
N 0.366 1.319 1.603
C 0.632 1.051 2.844
C 2.122 1.449 3.501
C -0.420 0.478 4.015
H -1.338 5.882 2.749
H -2.832 5.557 3.895
H -3.074 5.729 1.986
H -1.033 3.443 3.003
H -2.858 3.043 3.431
H -1.336 3.456 0.621
H -3.194 3.750 0.584
H -2.402 1.081 2.188
H -3.801 1.427 0.993
H -2.741 0.415 -0.811
H -1.421 1.729 -0.697
H -2.297 -1.870 -3.016
H 1.086 -1.043 -3.016
H -0.663 -2.367 -0.202
H -1.973 -4.061 0.004
H 2.430 -3.581 0.730
H 1.148 -3.492 -0.651
H -0.409 -4.652 1.759
H 1.209 -5.954 -0.808
H -0.640 -5.627 -0.691
H 0.105 -6.923 0.477
H 2.448 -5.632 1.470
H 2.490 -0.609 1.710
H 2.909 -0.557 -1.413
H 3.414 -2.080 -0.475
H 5.169 -0.087 -0.698
H 4.263 0.829 0.710
H 4.585 -1.194 2.362
H 6.198 -0.480 1.672
H 0.804 2.676 -0.219
H 2.420 1.757 0.032
H -0.162 2.997 -2.141
H 1.588 3.727 -1.958
H 1.734 3.909 -4.309
H 1.788 2.025 -4.417
H -1.244 3.177 -4.057
H -0.312 4.010 -5.491
H -0.536 2.059 -5.429
H 2.735 0.469 3.763
H 1.986 2.143 4.438
H 2.677 2.065 2.673
H -1.159 1.358 4.342
H 0.161 0.108 4.971
H -1.112 -0.377 3.615
F -5.419 0.472 -6.549
Al -3.649 0.662 -6.277
F -2.845 1.082 -7.833
F -2.969 -0.882 -5.647
F -3.363 1.977 -5.080
```

The HOMO energy is -10.14 eV. Its LUMO energy is -2.387 eV. As for the total charge: 0. For the HOMO-LUMO gap, the calculation gives 7.754 eV.

Here are the Löwdin charges for atoms 1 to 5, given in e: -0.147, -0.261, -0.192, -0.155, -0.186



Molecular formula: C18H21GeN2O3Pt
Method: DFT, wB97M-V/def2-TZVPD

Geometry as XYZ:
```
46
Properties=species:S:1:pos:R:3
Pt 0.075 -0.187 0.219
O 4.474 -0.966 -0.102
C 4.853 0.325 -0.203
C 6.213 0.595 -0.303
C 6.671 1.897 -0.404
C 5.764 2.952 -0.398
C 4.412 2.696 -0.304
C 3.920 1.385 -0.213
C 2.493 1.132 -0.122
O 2.084 -0.119 0.006
N 1.637 2.142 -0.192
N 0.388 1.770 -0.051
C -0.629 2.662 -0.306
C -1.986 2.369 -0.251
C -2.906 3.424 -0.538
C -4.263 3.254 -0.488
C -4.804 2.006 -0.145
C -3.957 0.950 0.138
C -2.561 1.081 0.097
O -1.869 0.017 0.431
H 3.486 -0.970 -0.070
H 6.902 -0.241 -0.295
H 7.733 2.087 -0.493
H 6.120 3.973 -0.459
H 3.690 3.500 -0.293
H -0.335 3.681 -0.547
H -2.499 4.394 -0.800
H -4.918 4.086 -0.718
H -5.876 1.863 -0.098
H -4.345 -0.026 0.402
C -1.670 -4.988 0.329
Ge -1.753 -2.989 0.411
C -2.860 -2.506 -1.157
C -2.584 -2.644 2.175
C 0.062 -2.249 0.250
H -2.677 -5.410 0.402
H -1.072 -5.391 1.149
H -1.229 -5.323 -0.612
H -3.868 -2.919 -1.080
H -2.388 -2.915 -2.052
H -2.930 -1.425 -1.265
H -3.592 -3.061 2.224
H -2.629 -1.575 2.375
H -1.978 -3.121 2.948
H 0.514 -2.618 -0.677
H 0.690 -2.600 1.076
```

The HOMO energy (alpha / beta) is -2.36 / -4.85 eV. Its LUMO energy (alpha / beta) is 2.978 / 0.855 eV. As for the total charge: -1. The spin multiplicity is 3. For the HOMO-LUMO gap (alpha / beta), the calculation gives 5.341 / 5.706 eV.

Here are the Löwdin charges for atoms 1 to 5, given in e: 1.151, 0.057, -0.263, -0.028, -0.103



Molecular formula: C26H19AuFN4O8S
Method: DFT, wB97M-V/def2-TZVPD

Geometry as XYZ:
```
60
Properties=species:S:1:pos:R:3
Au -0.425 0.375 0.678
O 2.915 0.263 -6.556
C 2.211 -0.843 -6.239
O 2.143 -1.754 -7.008
C 1.523 -0.883 -4.898
C 1.737 0.048 -3.893
C 1.069 -0.070 -2.685
C 0.192 -1.110 -2.468
C -0.042 -2.042 -3.474
C 0.632 -1.929 -4.676
N -0.468 -1.152 -1.193
C -0.968 -2.238 -0.791
C -1.633 -2.303 0.516
C -2.318 -3.437 0.889
C -2.923 -3.492 2.136
C -2.805 -2.405 2.976
C -2.104 -1.291 2.548
N -1.538 -1.231 1.339
H 2.843 0.948 -5.882
H 2.423 0.876 -4.026
H 1.240 0.621 -1.881
H -0.766 -2.837 -3.356
H 0.469 -2.643 -5.472
H -0.907 -3.166 -1.355
H -2.370 -4.271 0.202
H -3.468 -4.374 2.445
H -3.240 -2.402 3.965
H -1.989 -0.424 3.179
F 5.115 2.600 -2.503
C 4.009 2.537 -1.785
C 3.989 1.991 -0.571
N 2.820 1.916 0.180
C 2.869 1.251 1.500
C 2.611 -0.244 1.403
O 3.266 -1.000 2.095
O 1.670 -0.562 0.570
C 1.661 2.311 -0.330
O 0.534 2.187 0.266
N 1.684 2.916 -1.538
C 2.791 3.044 -2.402
O 2.666 3.481 -3.514
H 4.877 1.576 -0.114
H 2.085 1.707 2.094
H 3.833 1.454 1.957
H 0.793 3.223 -1.910
O 3.094 5.159 5.700
C 1.864 5.519 5.283
O 1.403 6.584 5.562
C 1.101 4.517 4.452
C 1.234 3.141 4.638
C 0.450 2.271 3.909
C -0.462 2.772 2.966
S -1.588 1.743 2.175
C -0.574 4.157 2.770
C 0.191 5.022 3.531
H 3.358 4.314 5.320
H 1.912 2.746 5.387
H 0.507 1.202 4.080
H -1.275 4.531 2.036
H 0.096 6.094 3.427
```

The HOMO energy (alpha / beta) is -12.12 / -12.12 eV. The calculation puts the energy above the lowest of the compared OMol25 structures with the same formula, charge and spin at 0.000 eV. Its LUMO energy (alpha / beta) is -5.776 / -5.775 eV. As for the total charge: +1. For the HOMO-LUMO gap (alpha / beta), the calculation gives 6.348 / 6.349 eV.

Here are the Löwdin charges for atoms 1 to 5, given in e: 1.069, 0.140, -0.466, 0.146, -0.103



Molecular formula: C4H23N2O5
Method: DFT, wB97M-V/def2-TZVPD

Geometry as XYZ:
```
34
Properties=species:S:1:pos:R:3
C 2.067 -1.162 -0.143
N 2.020 0.090 0.528
C 1.311 -1.120 -1.561
N 0.000 -0.433 -1.372
C -0.832 -0.447 -2.609
C -1.422 -1.847 -2.795
H 3.056 -1.507 -0.443
H 1.358 -1.841 0.347
H 2.819 0.692 0.627
H 1.630 -0.009 1.449
H 1.901 -0.595 -2.308
H 1.140 -2.162 -1.811
H -0.437 -1.008 -0.644
H 0.146 0.515 -0.994
H -0.241 -0.064 -3.448
H -1.605 0.321 -2.598
H -2.340 -1.941 -2.216
H -1.612 -2.086 -3.843
H -0.844 -2.728 -2.512
H 0.501 1.668 3.988
H 1.712 2.331 3.132
O 1.143 1.579 3.284
H -2.763 -0.521 3.672
H -2.728 0.825 2.770
O -2.275 0.020 3.044
H -0.554 1.157 1.480
H 0.028 2.108 0.392
O -0.733 1.532 0.618
H -1.990 -2.294 0.960
H -1.431 -1.096 1.598
O -1.155 -1.801 0.988
H 1.115 4.058 0.736
H 0.168 4.212 -0.265
O 0.845 3.553 -0.052
```

The HOMO energy is -12.38 eV. The calculation puts the energy above the lowest of the compared OMol25 structures with the same formula, charge and spin at 1.188 eV. Its LUMO energy is -2.446 eV. As for the total charge: +1. For the HOMO-LUMO gap, the calculation gives 9.929 eV.

Here are the Löwdin charges for atoms 1 to 5, given in e: -0.217, 0.021, -0.113, 0.016, -0.166



no.,energy (Eh)
1,-5114.336423
2,-459.509647
3,-426.524836
4,-5843.143537
5,-3229.979759
6,-2456.669660
7,-651.683038